*i*
ORCA calculation (wB97M-V/def2-TZVPD) on a 2-piece molecular cluster, C4H13NOS overall.

Geometry as XYZ:
```
20
Properties=species:S:1:pos:R:3
C -1.9944 -0.0448 -1.2332
C -0.7364 -0.1833 -0.4332
N 0.1130 -1.4444 -0.8077
C 0.2748 0.9679 -0.7529
C 1.4534 0.9426 0.2454
S 1.2245 1.8015 1.8646
H -1.9191 0.6530 -2.0803
H -2.7520 0.1315 -0.5145
H -2.5458 -0.9520 -1.6370
H -0.9258 -0.3477 0.6633
H -0.4371 -2.2848 -0.8547
H 0.6623 -1.3555 -1.6703
H 0.7159 0.8669 -1.7467
H -0.3539 1.9392 -0.7974
H 1.7012 -0.0715 0.5027
H 2.2497 1.4597 -0.2269
H -0.0322 1.7510 1.9164
O 1.0376 -1.5690 2.7692
H 1.0015 -1.6050 1.7923
H 1.2628 -0.6553 3.0008
```

Properties
Frontier orbital gap: 10.078 eV
LUMO energy: 0.86 eV
Total charge: 0

=====

*ii*
ORCA calculation (wB97M-V/def2-TZVPD) on a 2-piece molecular cluster, C4H13NOS overall.

Geometry as XYZ:
```
20
Properties=species:S:1:pos:R:3
N 0.0639 -2.4458 -1.2626
C -0.5986 -1.2041 -1.6483
C -0.1858 -0.0447 -0.7329
C 1.2350 0.4644 -0.6621
C 1.5233 1.4465 0.4602
S 0.9764 1.1073 2.1457
H 1.0126 -2.2473 -0.9718
H 0.1130 -3.1649 -1.9690
H -0.3910 -0.8628 -2.6717
H -1.6183 -1.2795 -1.3883
H -0.9661 0.7008 -0.8290
H -0.4528 -0.3739 0.2860
H 1.4084 1.0018 -1.6010
H 2.0158 -0.2841 -0.7852
H 1.0569 2.3849 0.2463
H 2.5912 1.6522 0.4668
H 1.1881 -0.2049 2.3275
O -3.5273 -0.1335 -0.3909
H -2.8212 0.4650 -0.0992
H -3.3136 -0.9309 0.1112
```

Properties
Frontier orbital gap: 9.948 eV
LUMO energy: 0.82 eV
Total charge: 0

=====

*iii*
ORCA calculation (wB97M-V/def2-TZVPD) on a 2-piece molecular cluster, C4H13NOS overall.

Geometry as XYZ:
```
20
Properties=species:S:1:pos:R:3
C -1.0071 1.6028 -1.6468
N -1.8655 0.4996 -1.2471
C -1.9259 0.3217 0.1726
O -2.8643 -0.6609 0.5246
H -1.3783 2.5115 -1.1623
H -1.0849 1.7648 -2.7178
H 0.0280 1.4820 -1.3062
H -1.6233 -0.3482 -1.7356
H -0.9645 0.0307 0.6157
H -2.2155 1.2829 0.6182
H -3.6255 -0.5349 -0.0471
C 2.3729 0.4627 0.8664
S 2.0094 -0.8875 -0.3145
C 1.7339 -2.2070 0.8793
H 3.3389 0.2864 1.3366
H 1.5804 0.4681 1.6070
H 2.4513 1.3841 0.3010
H 1.4124 -3.0682 0.2984
H 2.6803 -2.4274 1.3675
H 0.9471 -1.9633 1.5902
```

Properties
Frontier orbital gap: 9.525 eV
LUMO energy: 0.90 eV
Total charge: 0

=====

Short version: *i* is the least stable of them.